No. 1
Computed, not measured: C4H4N2O2 in the gas phase at a distorted geometry, with wB97M-V/def2-TZVPD.

Values from the calculation:
Total charge: 0
Energy above the lowest of the compared OMol25 structures with the same formula, charge and spin (kcal per mole): 88.6
Highest occupied orbital energy (eV): -8.584
Electronic energy (Ha): -414.7050
Gap between HOMO and LUMO (eV): 8.24
SMILES: C=C1OC=N/C1=N\O
Lowest unoccupied orbital energy (eV): -0.3

Geometry (Å):
C 1.55153 -1.55069 0.04795
C 0.70019 -0.48465 0.08915
O 1.36040 0.78852 -0.10985
C 0.40161 1.67805 -0.02065
N -0.77935 1.28434 0.27232
C -0.68468 -0.09550 0.17215
N -1.69235 -0.92784 0.08110
O -2.82098 -0.22174 -0.11515
H 1.20630 -2.60078 -0.01728
H 2.68993 -1.28941 -0.05695
H 0.71710 2.71007 -0.08209
H -2.64971 0.70961 -0.26071


No. 2
Computed, not measured: C8H10N2OS in the gas phase at a distorted geometry, with wB97M-V/def2-TZVPD.

Values from the calculation:
Total charge: 0
Energy above the lowest of the compared OMol25 structures with the same formula, charge and spin (kcal per mole): 42.1
Highest occupied orbital energy (eV): -8.039
Electronic energy (Ha): -893.7082
Gap between HOMO and LUMO (eV): 8.77
Lowest unoccupied orbital energy (eV): 0.7

Geometry (Å):
C 0.59310 2.40165 -0.09596
C 1.24290 1.13579 -0.33739
C -0.80521 2.50492 -0.02979
C 0.49754 -0.00470 -0.13776
C -1.56127 1.30709 0.12220
C -0.94812 0.08888 0.03996
C 0.05577 -2.19580 0.49804
C 2.33174 -1.54620 -0.05367
N 0.92729 -1.28948 -0.20669
N -2.91106 1.32032 0.42078
O -1.98329 -1.96833 -1.32056
S -1.65601 -1.58296 0.08186
H 1.30184 3.23325 -0.21831
H 2.31215 1.06501 -0.56519
H -1.33549 3.43014 -0.18657
H 0.32391 -3.25622 0.16332
H 0.26345 -2.18354 1.52184
H 2.86094 -1.12714 -0.91371
H 2.79691 -0.96307 0.82933
H 2.56118 -2.69533 0.26100
H -3.56666 1.90463 -0.26616
H -3.30159 0.42107 0.39342


No. 3
Computed, not measured: a molecular structure, C28H80O12 at a distorted geometry, with wB97M-V/def2-TZVPD.

Values from the calculation:
Total charge: 0
Energy above the lowest of the compared OMol25 structures with the same formula, charge and spin (kcal per mole): 648.0
Highest occupied orbital energy (eV): -7.951
Electronic energy (Ha): -2016.6013
Gap between HOMO and LUMO (eV): 8.08
Lowest unoccupied orbital energy (eV): 0.1

Geometry (Å):
C 0.70924 -2.28044 -3.75365
O 1.73103 -2.34569 -2.80327
H 0.60518 -3.17763 -4.36383
H -0.28199 -2.02975 -3.37585
H 1.01928 -1.54378 -4.49481
H 1.91258 -1.41465 -2.65571
C 0.01726 3.30774 1.52462
C -0.13459 4.38726 0.46390
C -0.35226 5.73234 0.89702
O 0.93930 4.31758 -0.39638
H 0.89165 3.66459 2.06886
H 0.09528 2.35545 1.00007
H -0.88002 3.26548 2.14204
H -1.05364 4.01749 0.00923
H -1.06110 5.94246 1.69796
H -0.59246 6.37258 0.04819
H 0.49014 6.11340 1.47429
H 1.73658 4.22105 0.12956
C -3.01521 -1.53716 -0.68981
C -4.07115 -0.43108 -0.98465
C -5.26599 -0.82647 -1.77340
O -4.57211 -0.06053 0.18811
H -3.47350 -2.51232 -0.52508
H -2.33810 -1.16917 0.08103
H -2.40531 -1.71886 -1.57475
H -3.65713 0.46691 -1.44323
H -5.95065 -1.32218 -1.08522
H -4.93584 -1.57740 -2.49117
H -5.80410 0.02697 -2.18592
H -5.24648 0.60445 0.03118
C 1.71598 1.47999 2.54068
C 3.08561 2.07008 2.71353
C 3.99500 2.00080 1.54530
O 2.82286 3.43989 2.90419
H 1.14783 1.90594 3.36765
H 1.84253 0.42155 2.76824
H 1.19770 1.60100 1.58946
H 3.53884 1.67855 3.62424
H 3.47141 2.25837 0.62463
H 4.53752 1.06749 1.39465
H 4.73308 2.80267 1.52694
H 2.41691 3.38937 3.77266
C 3.27670 -2.05820 -0.80073
C 4.60495 -1.22924 -0.84318
C 5.74777 -1.95138 -1.63596
O 4.29410 0.02504 -1.40020
H 2.85220 -2.36192 -1.75762
H 2.61054 -1.50484 -0.13883
H 3.51023 -2.89995 -0.14878
H 4.91435 -1.02648 0.18213
H 5.37930 -2.29660 -2.60195
H 6.03638 -2.84840 -1.08808
H 6.67709 -1.41196 -1.81894
H 5.16166 0.33005 -1.67569
C -1.02020 0.50196 0.15018
C 0.32609 0.39656 -0.49150
C 1.34282 -0.37899 0.37834
O 0.17973 -0.26594 -1.73431
H -1.68518 0.93404 -0.59762
H -0.98199 0.97118 1.13327
H -1.57083 -0.43846 0.17282
H 0.71778 1.38826 -0.71784
H 1.31397 -1.46721 0.32312
H 1.29625 -0.07940 1.42533
H 2.38028 -0.15437 0.13072
H 0.96513 -0.12426 -2.26786
C -0.86158 0.61990 -4.37678
C -1.45960 0.81849 -2.92966
C -2.70446 1.73871 -3.03577
O -1.89616 -0.31116 -2.30112
H -1.15105 -0.31457 -4.85749
H 0.21377 0.54449 -4.21544
H -1.04044 1.46692 -5.03910
H -0.70520 1.37446 -2.37300
H -2.57194 2.80999 -2.88451
H -3.36441 1.53524 -2.19246
H -3.30308 1.68273 -3.94495
H -1.11842 -0.78799 -2.00220
C 0.85728 -1.45980 2.74051
C 1.47584 -2.05388 3.99545
C 0.61492 -3.24964 4.55417
O 2.73974 -2.53165 3.58113
H -0.04700 -0.93201 3.04355
H 0.44276 -2.26688 2.13646
H 1.56566 -0.73875 2.33265
H 1.71079 -1.28206 4.72836
H -0.20477 -2.90702 5.18567
H 1.31184 -3.83073 5.15811
H 0.11951 -3.95458 3.88655
H 3.41866 -1.86158 3.47304
C -3.67561 2.19868 2.65944
C -2.84617 1.00743 2.11876
C -3.41004 -0.38255 2.52697
O -2.89727 1.09265 0.69495
H -3.50371 3.15006 2.15601
H -3.41361 2.24800 3.71633
H -4.75271 2.22058 2.49363
H -1.80071 1.01488 2.42706
H -4.45757 -0.68007 2.57455
H -2.98749 -0.54093 3.51917
H -3.02326 -1.13592 1.84072
H -3.81555 0.93290 0.46508
C 0.75884 -4.00811 -0.52222
C -0.43566 -3.79564 -1.36408
C -0.90253 -2.33815 -1.37058
O -0.05952 -4.16788 -2.61732
H 1.63758 -3.53957 -0.96540
H 0.94742 -5.07497 -0.64206
H 0.72109 -3.74667 0.53528
H -1.33181 -4.34515 -1.07589
H -1.79077 -2.18332 -1.98308
H -0.26623 -1.55593 -1.78454
H -1.12198 -1.99578 -0.35929
H 0.69619 -3.61845 -2.83786
O -2.51723 3.15590 0.03729
H -2.20899 2.35418 0.45979
H -2.81073 2.87314 -0.82880
O 2.09357 -0.24202 -2.15302
H 2.34739 0.67991 -2.19615
H 2.89412 -0.69958 -1.89616